{"formula": "C17H15Co2N2O6", "method": "ωB97M-V with the def2-TZVPD basis set", "multiplicity": 1, "largest_force_ha_per_bohr": 0.102, "e_tot_ev": -108384.158, "gap_ev": 5.924, "total_charge": -1, "de_lowest_ev": 4.8646, "species": ["O", "C", "Co", "C", "O", "C", "O", "C", "C", "C", "C", "C", "C", "C", "C", "C", "Co", "C", "O", "C", "O", "C", "O", "H", "H", "H", "H", "H", "H", "H", "C", "N", "C", "N", "H", "H", "H", "H", "H", "H", "H", "H"], "coordinates": [[-3.726412, 1.362545, 0.552887], [-2.624243, 1.008604, 0.650894], [-0.970040, 0.484537, 0.747883], [-0.083836, 2.158363, -0.234322], [-0.670254, 3.174799, -0.597370], [-1.043471, -0.365780, 2.282570], [-1.223413, -0.972913, 3.255542], [-0.300385, -0.916150, -0.483958], [-1.337379, -1.800681, -1.048700], [-2.137166, -2.563726, -0.181791], [-3.232770, -3.262141, -0.678685], [-3.500813, -3.247018, -2.055459], [-2.654736, -2.551623, -2.936950], [-1.568857, -1.838791, -2.436663], [0.759066, -0.075684, -0.851238], [0.802504, 1.293486, -1.291831], [1.419747, -1.394287, 0.099304], [1.498396, -1.771717, 1.863786], [1.698427, -2.044674, 2.965129], [1.510105, -3.003900, -0.552226], [1.564139, -4.072035, -1.015580], [3.093512, -0.937810, -0.168277], [4.212427, -0.706771, -0.351469], [-1.901756, -2.563298, 0.884446], [-3.873399, -3.811014, 0.020820], [-4.372991, -3.790919, -2.446738], [-2.850052, -2.561394, -4.011993], [-0.903501, -1.289094, -3.097131], [1.730021, 1.649504, -1.742359], [0.137589, 1.312117, -2.189454], [1.489656, 3.988054, 0.818373], [1.308379, 2.525144, 0.868985], [1.305143, 2.098364, 2.287522], [2.263130, 1.816869, 0.097642], [0.819579, 4.454068, 1.537993], [2.511543, 4.276865, 1.058280], [1.240877, 4.355227, -0.172679], [0.734458, 2.814701, 2.881711], [0.867101, 1.110471, 2.441761], [2.313397, 2.080684, 2.717132], [2.700289, 1.092468, 0.663234], [2.996001, 2.484548, -0.151026]], "atomic_forces_ev_per_a": [[1.32, -0.92, -0.05], [-0.84, 1.82, 0.32], [1.14, 1.06, 0.16], [-2.08, -2.27, -1.60], [0.38, 0.80, 0.08], [-1.69, -1.87, 1.11], [0.56, 1.04, -0.81], [1.22, 1.17, -2.30], [0.32, 0.69, 0.13], [-0.17, 0.04, -0.30], [0.19, 0.01, -0.18], [-0.12, -0.08, -0.20], [-0.20, -0.27, 0.41], [-0.29, -0.13, 0.38], [-4.90, -1.11, 0.77], [-2.39, 1.29, -3.98], [4.26, -2.11, 2.12], [-0.32, 0.50, 0.93], [0.12, -0.16, -0.44], [-0.24, -2.71, -1.55], [-0.03, 1.64, 0.83], [0.89, -0.39, 0.19], [-0.66, 0.14, -0.07], [-0.13, 0.03, -0.33], [0.19, 0.15, -0.38], [0.44, 0.27, 0.17], [0.02, -0.03, 0.32], [-0.13, -0.02, 0.10], [-0.48, -0.14, -0.12], [-0.55, 0.08, 0.37], [0.10, -0.06, -0.21], [0.59, 0.40, 1.18], [-0.18, 0.02, 0.37], [3.70, 1.46, 3.40], [-0.09, -0.09, -0.18], [0.25, -0.19, 0.19], [-0.17, -0.12, -0.09], [-0.17, -0.14, -0.23], [0.08, 0.12, -0.40], [0.11, 0.08, -0.33], [-0.12, 0.22, 0.21], [0.07, -0.21, 0.00]]}